(1)
{"formula": "CH2N2O2", "method": "ωB97M-V/def2-TZVPD", "symbols": ["C", "N", "N", "O", "O", "H", "H"], "coordinates": [[2.059168, -1.331047, -0.246097], [1.307077, -1.259600, 0.590064], [-1.741511, 1.185013, 0.722379], [-1.411177, 2.297737, 0.936741], [-1.401709, 0.553220, -0.492541], [2.832452, -1.095295, -0.920309], [-1.644300, -0.350028, -0.590238]], "atomic_forces_ev_per_a": [[1.5, 0.7, -1.1], [-1.9, -0.3, 1.8], [-1.1, -3.1, -0.2], [0.7, 2.1, 0.2], [1.2, 2.4, -1.1], [0.4, -0.3, -0.6], [-0.8, -1.3, 1.1]], "s_squared": 2.009, "homo_energy_ha": [-0.2892, -0.4429], "molar_mass_g_mol": 74.04, "multiplicity": 3, "relative_energy_ev": 3.183}

(2)
{"formula": "C4H12FeN2O10", "method": "ωB97M-V/def2-TZVPD", "symbols": ["Fe", "N", "O", "O", "O", "N", "O", "O", "O", "C", "C", "O", "O", "H", "H", "H", "H", "H", "H", "C", "C", "O", "O", "H", "H", "H", "H", "H", "H"], "coordinates": [[18.507274, 2.015594, 5.037220], [20.872332, 3.608910, 3.844774], [19.618691, 3.416015, 4.134113], [21.187567, 4.708989, 3.436893], [21.662327, 2.663945, 3.996266], [16.604858, -0.005869, 6.535541], [17.482422, 0.296341, 5.629858], [16.149850, -1.130219, 6.532939], [16.323429, 0.841937, 7.407168], [20.322790, 2.132089, 7.220231], [18.984062, 2.517479, 7.819816], [18.076022, 3.038649, 6.817031], [20.090824, 1.200397, 6.148081], [20.940426, 1.674579, 7.991819], [20.879554, 2.993218, 6.832887], [19.119320, 3.234933, 8.628744], [18.577094, 1.596475, 8.257880], [17.446873, 3.572471, 7.308755], [20.735085, 0.491776, 6.200768], [17.455225, 1.219803, 2.266676], [16.902694, 2.584153, 2.614684], [16.710669, 2.684289, 4.027677], [18.571071, 0.907589, 3.093261], [17.769092, 1.239486, 1.214034], [16.703592, 0.420851, 2.296110], [15.973564, 2.746520, 2.072608], [17.646750, 3.319531, 2.286054], [16.059022, 3.359187, 4.233751], [18.810722, -0.013338, 2.957451]], "atomic_forces_ev_per_a": [[-0.5, -0.6, -0.6], [0.5, -0.7, 0.1], [-0.4, 0.3, 0.1], [0.0, -0.2, 0.0], [-0.6, 0.7, 0.0], [0.4, 0.5, 0.8], [-0.2, 0.1, -0.2], [-0.2, 0.0, -0.2], [0.1, -0.4, -0.7], [0.1, 0.5, -0.2], [0.1, -0.8, 0.3], [1.2, 0.2, 1.0], [0.3, 0.3, 0.9], [-0.1, -0.1, 0.1], [-0.2, -0.1, -0.1], [0.1, 0.2, -0.1], [-0.4, 0.3, -0.2], [-0.4, -0.1, -0.5], [0.0, -0.1, -0.4], [-0.4, -0.6, -0.8], [0.6, 0.0, -0.4], [-0.1, -0.2, -0.2], [0.0, 0.3, 0.0], [0.1, 0.3, 0.1], [0.0, 0.2, 0.5], [-0.1, 0.0, 0.0], [-0.2, 0.1, 0.2], [0.1, 0.1, 0.1], [0.0, 0.0, 0.2]], "s_squared": 6.007, "homo_energy_ha": [-0.3370, -0.3361], "molar_mass_g_mol": 303.99, "multiplicity": 5, "relative_energy_ev": 0.000}

(3)
{"formula": "C16H30BFN3O7", "method": "ωB97M-V/def2-TZVPD", "symbols": ["C", "N", "C", "C", "C", "N", "B", "N", "O", "C", "C", "C", "C", "F", "H", "H", "H", "H", "H", "H", "H", "H", "H", "H", "H", "H", "H", "H", "H", "H", "H", "H", "C", "C", "C", "O", "C", "O", "O", "H", "H", "H", "H", "H", "H", "C", "C", "C", "O", "C", "O", "O", "H", "H", "H", "H", "H", "H"], "coordinates": [[1.131172, 0.855683, 2.585725], [2.580917, 0.890622, 2.383645], [3.237524, -0.340172, 2.776172], [2.952315, -1.542900, 1.845662], [4.188190, -1.896332, 1.049551], [4.154772, -3.101016, 0.657409], [5.109248, -3.918822, -0.165889], [6.297570, -4.535498, 0.410325], [4.741977, -4.001342, -1.443131], [2.912215, -3.743419, 1.143451], [2.663533, -2.939135, 2.431158], [1.248972, -3.300800, 2.884036], [0.549405, -2.244741, 3.693630], [1.386333, -1.707765, 4.659734], [0.687303, 1.832551, 2.462272], [0.626499, 0.190876, 1.883356], [0.947973, 0.487138, 3.581878], [2.794076, 1.086600, 1.413738], [2.989340, -0.563732, 3.802377], [4.296698, -0.116758, 2.726742], [2.233990, -1.285086, 1.062956], [5.030231, -1.266267, 0.829332], [6.217745, -5.548474, 0.355687], [7.080594, -4.291239, -0.192164], [5.269440, -4.663156, -1.918088], [2.139560, -3.491796, 0.433195], [2.992541, -4.806462, 1.290142], [3.417761, -3.175377, 3.166998], [0.639912, -3.548649, 2.027226], [1.332077, -4.197170, 3.487961], [-0.289739, -2.709176, 4.199081], [0.136702, -1.509522, 3.013901], [-3.214746, 2.554214, -0.176355], [-2.684962, 1.169042, -0.441086], [-3.695316, 0.064129, -0.257483], [-2.852364, -1.045913, 0.113288], [-1.765379, -0.534274, 0.716447], [-0.966692, -1.185999, 1.327744], [-1.688707, 0.792832, 0.550508], [-2.409103, 3.285753, -0.215678], [-3.966297, 2.822890, -0.916195], [-3.661413, 2.614160, 0.817787], [-2.217682, 1.119885, -1.422947], [-4.256427, -0.161225, -1.160073], [-4.389981, 0.253363, 0.564177], [-4.411329, 6.072727, -4.624322], [-3.918803, 4.667952, -4.859770], [-4.958948, 3.586780, -4.681738], [-4.153623, 2.459639, -4.290781], [-3.051319, 2.946538, -3.681390], [-2.279848, 2.285084, -3.057672], [-2.947169, 4.277002, -3.863465], [-3.583557, 6.779333, -4.660741], [-5.142523, 6.352342, -5.381677], [-4.870765, 6.161095, -3.639162], [-3.436963, 4.591917, -5.837483], [-5.515131, 3.364005, -5.587801], [-5.657800, 3.808062, -3.872202]], "atomic_forces_ev_per_a": [[0.3, -0.3, -0.6], [-0.2, 0.1, 0.2], [-0.2, 0.6, -0.6], [1.4, 0.2, 0.5], [-0.7, 0.2, 0.3], [0.3, -0.9, -0.1], [0.8, -0.1, 0.0], [-0.5, 0.2, -0.3], [-0.3, -0.3, -0.6], [0.4, 0.5, 0.9], [-1.2, -0.2, -1.5], [0.7, 0.2, 0.8], [-0.8, -0.6, -0.4], [0.1, 0.0, 0.1], [0.0, 0.4, 0.1], [0.0, 0.0, 0.1], [-0.2, 0.1, 0.4], [0.0, 0.2, 0.0], [-0.1, -0.1, 0.2], [0.4, -0.1, 0.2], [-0.5, 0.1, 0.1], [0.2, 0.4, -0.2], [0.2, 0.0, 0.3], [0.2, -0.1, 0.2], [-0.2, 0.3, -0.1], [-0.4, -0.2, -0.4], [0.3, -0.4, -0.2], [0.2, -0.1, 0.4], [-0.4, 0.1, -0.2], [0.1, -0.3, 0.1], [-0.2, 0.0, 0.3], [0.3, 0.5, 0.4], [0.2, 0.1, 0.4], [-0.3, 0.3, 0.1], [0.0, -0.1, -0.1], [0.0, 0.0, 0.1], [-0.1, 0.1, -0.1], [-0.1, -0.3, -0.3], [0.0, -0.2, 0.0], [0.0, 0.0, -0.1], [0.0, 0.0, 0.0], [-0.1, -0.1, 0.0], [0.0, -0.1, 0.2], [0.1, -0.2, 0.0], [0.0, 0.1, 0.0], [0.2, 0.1, 0.3], [-0.2, 0.4, 0.0], [0.0, -0.1, -0.1], [-0.1, 0.1, 0.1], [0.0, 0.1, -0.1], [0.0, 0.1, -0.3], [0.0, -0.1, -0.1], [0.0, 0.0, -0.1], [0.0, 0.0, 0.0], [-0.1, -0.1, 0.0], [0.0, -0.1, 0.0], [0.1, -0.2, 0.0], [0.0, 0.1, 0.0]], "homo_energy_ha": -0.4063, "molar_mass_g_mol": 406.24, "charge": 1}